Run i
Formula: C22H25FN6O5PdSe
Source: the Open Molecules 2025 dataset
Level of theory: ωB97M-V/def2-TZVPD

Each line ends with the Mulliken charge.
Atoms and positions in Å:
Pd1 -2.815 -3.854 -0.158  0.634
F1 4.136 -0.819 -0.134  -0.325
C1 2.969 -0.167 -0.300  0.690
C2 1.805 -0.852 -0.108  -0.963
C3 0.578 -0.225 -0.327  0.586
C4 -0.656 -0.998 -0.137  1.517
O1 -0.685 -2.161 0.252  -0.823
C5 -1.841 -0.244 -0.454  -0.369
C6 -1.818 1.048 -0.845  -0.171
N1 -0.665 1.752 -0.950  0.110
C7 -0.717 3.131 -1.390  -0.267
C8 -0.351 4.215 -0.418  -0.445
C9 -1.779 4.022 -0.828  -1.013
C10 0.554 1.117 -0.730  -0.260
C11 1.762 1.806 -0.894  -0.607
C12 2.982 1.182 -0.693  -1.119
N2 4.173 1.921 -0.881  0.250
C13 5.426 1.500 -0.263  -0.682
C14 6.443 2.641 -0.413  -0.764
N3 5.695 3.934 -0.566  -0.146
C15 4.952 3.979 -1.881  -0.756
C16 4.406 2.575 -2.160  -0.683
C17 -4.057 -0.564 0.329  0.479
O2 -4.349 0.543 0.626  -0.455
O3 -4.889 -1.615 0.642  -0.353
H1 1.823 -1.892 0.188  0.571
H2 -2.728 1.583 -1.072  0.636
H3 -0.444 3.263 -2.430  0.414
H4 0.186 5.074 -0.796  0.314
H5 -0.084 3.905 0.584  0.242
H6 -2.230 4.736 -1.501  0.272
H7 -2.451 3.613 -0.086  0.351
H8 1.748 2.853 -1.162  0.774
H9 5.862 0.606 -0.715  0.397
H10 5.247 1.286 0.790  0.519
H11 7.056 2.537 -1.306  0.369
H12 7.099 2.716 0.450  0.390
H13 6.328 4.730 -0.488  0.345
H14 5.015 4.005 0.191  0.380
H15 5.648 4.319 -2.645  0.377
H16 4.158 4.714 -1.766  0.430
H17 5.112 2.001 -2.770  0.325
H18 3.483 2.650 -2.728  0.493
C18 -4.531 -5.538 3.419  -1.292
C19 -4.068 -4.694 2.283  0.456
N4 -3.063 -4.968 1.528  0.076
O4 -2.383 -6.110 1.772  -0.416
C20 -4.742 -3.419 1.924  0.392
C21 -5.845 -2.906 2.778  -1.333
N5 -4.263 -2.836 0.892  0.059
O5 -3.015 -0.990 -0.372  -0.108
H19 -3.907 -6.418 3.521  0.406
H20 -5.562 -5.851 3.250  0.339
H21 -4.504 -4.973 4.352  0.345
H22 -1.735 -6.181 1.049  0.476
H23 -6.622 -3.667 2.857  0.390
H24 -6.272 -1.989 2.394  0.379
H25 -5.462 -2.734 3.787  0.348
Se1 -2.760 -3.220 -2.518  -0.039
C22 -1.882 -4.708 -1.930  0.299
N6 -1.468 -5.362 -1.043  -0.441

Calculated values
HOMO level	-0.4844	Ha
net charge	+2
Kohn-Sham gap	7.3489	eV

Run ii
Formula: C22H25FN6O5PdSe
Source: the Open Molecules 2025 dataset
Level of theory: ωB97M-V/def2-TZVPD

Each line ends with the Mulliken charge.
Atoms and positions in Å:
Pd1 -0.245 -0.067 0.020  0.120
F1 -0.991 -2.383 -6.655  -0.334
C1 -0.074 -2.845 -5.781  0.400
C2 -0.068 -2.306 -4.531  -0.701
C3 0.868 -2.724 -3.581  0.826
C4 0.910 -2.079 -2.280  1.766
O1 0.163 -1.132 -1.982  -0.874
C5 1.932 -2.576 -1.413  -0.585
C6 2.801 -3.548 -1.792  -0.219
N1 2.725 -4.146 -3.006  0.102
C7 3.699 -5.169 -3.335  -0.261
C8 3.226 -6.580 -3.547  -0.458
C9 4.000 -6.224 -2.315  -0.961
C10 1.785 -3.725 -3.933  -0.404
C11 1.760 -4.262 -5.228  -0.937
C12 0.856 -3.827 -6.186  -0.580
N2 0.882 -4.383 -7.480  0.166
C13 -0.127 -4.036 -8.487  -0.690
C14 0.117 -4.862 -9.750  -0.832
N3 0.657 -6.201 -9.341  -0.128
C15 2.057 -6.060 -8.781  -0.764
C16 2.163 -4.698 -8.096  -0.632
C17 2.328 -2.551 0.942  0.634
O2 3.170 -3.379 1.058  -0.482
O3 1.628 -2.073 1.994  -0.320
H1 -0.774 -1.527 -4.276  0.557
H2 3.591 -3.878 -1.136  0.859
H3 4.519 -4.801 -3.940  0.368
H4 3.717 -7.163 -4.314  0.314
H5 2.167 -6.762 -3.423  0.246
H6 5.027 -6.547 -2.236  0.278
H7 3.454 -6.193 -1.383  0.331
H8 2.461 -5.047 -5.465  0.740
H9 -0.121 -2.981 -8.772  0.415
H10 -1.115 -4.266 -8.094  0.511
H11 0.862 -4.426 -10.412  0.363
H12 -0.804 -5.006 -10.310  0.407
H13 0.653 -6.851 -10.127  0.350
H14 0.050 -6.597 -8.621  0.384
H15 2.753 -6.163 -9.611  0.378
H16 2.200 -6.883 -8.084  0.436
H17 2.456 -3.923 -8.812  0.307
H18 2.959 -4.741 -7.360  0.429
C18 -3.121 -2.924 1.833  -1.265
C19 -1.923 -2.108 1.488  0.487
N4 -1.958 -1.057 0.756  0.310
O4 -3.164 -0.716 0.253  -0.439
C20 -0.578 -2.474 1.950  0.608
C21 -0.364 -3.763 2.667  -1.455
N5 0.324 -1.616 1.652  -0.145
O5 1.965 -1.926 -0.194  -0.321
H19 -4.014 -2.516 1.375  0.382
H20 -3.266 -2.958 2.914  0.358
H21 -2.976 -3.950 1.490  0.339
H22 -3.073 0.227 0.016  0.530
H23 -1.045 -3.818 3.517  0.433
H24 0.655 -3.875 3.016  0.387
H25 -0.620 -4.594 2.006  0.362
Se1 1.170 1.906 -0.417  -0.003
C22 -0.641 2.141 -0.194  0.377
N6 -1.728 1.734 -0.048  -0.469

Calculated values
HOMO level (spin up / spin down)	-0.4914 / -0.4914	Ha
net charge	+2
Kohn-Sham gap (spin up / spin down)	7.0257 / 7.0250	eV

Of them, the most stable is run i and the least stable is run ii.

Run i
Formula: C22H29N3O3
Source: the Open Molecules 2025 dataset
Level of theory: ωB97M-V/def2-TZVPD

Each line ends with the Mulliken charge.
Atoms and positions in Å:
C1 3.899 -1.046 -2.369  -1.023
H1 3.406 -2.012 -2.303  0.278
H2 3.141 -0.270 -2.421  0.025
H3 4.493 -1.024 -3.280  0.464
C2 4.794 -0.801 -1.159  -0.723
N1 4.027 -0.732 0.070  0.929
C3 3.538 -2.023 0.527  -1.622
H4 3.894 -2.239 1.542  0.453
C4 2.006 -2.071 0.513  -0.037
C5 1.409 -1.117 1.543  -0.241
C6 -0.116 -1.042 1.497  -1.237
H5 -0.464 -0.452 2.349  0.308
H6 -0.542 -2.044 1.588  0.450
C7 -0.644 -0.403 0.203  -0.991
N2 -2.086 -0.246 0.286  0.061
C8 -2.931 -0.822 -0.595  0.506
O1 -2.569 -1.536 -1.507  -0.651
C9 -4.381 -0.516 -0.363  0.250
C10 -4.922 -0.387 0.915  -0.445
C11 -6.271 -0.139 1.075  -0.569
C12 -7.078 -0.016 -0.050  0.053
C13 -6.556 -0.158 -1.330  -0.462
C14 -5.209 -0.415 -1.479  -0.546
H7 -4.773 -0.548 -2.457  0.463
H8 -7.213 -0.069 -2.182  0.475
N3 -8.485 0.254 0.118  0.986
O2 -8.905 0.364 1.250  -0.609
O3 -9.162 0.357 -0.882  -0.609
H9 -6.714 -0.041 2.054  0.480
H10 -4.298 -0.509 1.788  0.485
H11 -2.439 0.410 0.964  0.439
C15 0.014 0.927 -0.084  0.283
C16 0.717 1.115 -1.266  0.155
C17 1.338 2.323 -1.532  -0.723
C18 1.255 3.361 -0.621  -0.524
C19 0.543 3.188 0.554  -0.920
C20 -0.074 1.978 0.820  0.172
H12 -0.617 1.855 1.747  0.308
H13 0.471 3.996 1.268  0.394
H14 1.742 4.303 -0.824  0.394
H15 1.888 2.454 -2.452  0.385
H16 0.774 0.309 -1.982  0.457
H17 -0.478 -1.082 -0.638  0.593
H18 1.710 -1.442 2.543  0.401
H19 1.822 -0.123 1.373  -0.110
H20 1.667 -1.791 -0.483  0.038
H21 1.675 -3.092 0.716  0.401
H22 3.921 -2.818 -0.123  0.433
C21 4.649 0.095 1.088  -0.984
C22 4.376 1.578 0.843  -0.863
H23 3.306 1.752 0.770  0.012
H24 4.836 1.917 -0.081  0.330
H25 4.777 2.169 1.662  0.424
H26 5.739 -0.075 1.142  0.426
H27 4.224 -0.175 2.057  0.415
H28 5.572 -1.586 -1.109  0.346
H29 5.302 0.156 -1.294  0.418

Calculated values
HOMO level	-0.3060	Ha
SMILES	CCN(CC)CCCC[C@@H](NC(=O)c1ccc([N+](=O)[O-])cc1)c1ccccc1
Kohn-Sham gap	7.5906	eV

Run ii
Formula: C22H29N3O3
Source: the Open Molecules 2025 dataset
Level of theory: ωB97M-V/def2-TZVPD

Each line ends with the Mulliken charge.
Atoms and positions in Å:
C1 -2.072 -3.724 -1.543  -1.637
C2 -2.862 -3.287 -0.480  -0.488
C3 -3.265 -1.722 -0.641  -0.287
C4 -4.261 -1.404 0.523  -0.669
O1 -4.862 -0.269 0.250  -0.451
C5 -4.060 0.914 0.603  -0.135
C6 -3.701 1.492 -0.630  -0.077
H1 -4.548 1.895 -1.454  0.198
C7 -2.807 2.903 -0.748  -1.111
N1 -1.401 2.549 -0.116  0.077
C8 -0.530 2.320 -0.895  0.850
O2 -0.691 2.083 -2.216  -0.793
C9 0.833 1.582 -0.255  -0.495
N2 0.460 1.030 1.042  0.227
C10 -0.572 1.342 1.672  0.734
O3 -1.009 0.736 2.920  -0.782
C11 -1.162 2.498 1.367  -0.800
H2 -2.170 2.767 1.930  0.313
H3 -0.410 3.597 1.488  0.301
C12 1.100 -0.253 1.476  0.321
C13 2.485 -0.213 0.788  0.326
C14 2.761 0.531 -0.116  -0.224
C15 4.286 0.431 -0.353  0.101
C16 5.158 0.805 -1.179  0.387
C17 6.546 0.617 -1.402  -1.397
C18 7.054 -0.268 -0.060  -0.452
C19 6.086 -0.923 0.896  -1.194
C20 4.772 -0.268 0.681  0.176
N3 3.563 -0.771 1.593  -0.210
H4 3.690 -1.293 2.413  0.134
H5 6.414 -1.198 1.704  0.552
H6 7.990 -0.538 -0.062  0.564
H7 7.315 0.817 -1.857  0.602
H8 4.878 1.195 -2.235  0.161
C21 1.799 1.046 -1.079  -0.234
H9 2.296 2.087 -1.689  0.339
H10 1.342 0.406 -1.905  0.214
C22 0.396 -1.482 1.014  -2.154
H11 -0.637 -1.497 1.145  0.571
H12 0.793 -2.295 1.110  0.775
H13 0.454 -1.494 -0.175  0.222
H14 0.942 -0.305 2.692  0.419
H15 1.146 2.661 0.269  0.260
H16 -3.294 3.473 0.013  0.439
H17 -2.703 3.370 -1.717  0.474
H18 -2.908 0.831 -1.412  0.028
H19 -4.464 1.643 1.183  0.480
H20 -2.987 0.544 1.155  -0.023
H21 -5.148 -1.954 0.522  0.454
H22 -3.880 -1.359 1.541  0.391
H23 -3.944 -1.619 -1.596  0.307
H24 -2.502 -1.149 -0.698  0.196
H25 -3.725 -3.839 -0.549  0.502
H26 -2.421 -3.502 0.568  0.310
H27 -1.727 -4.837 -1.396  0.278
H28 -2.599 -3.514 -2.367  0.520
H29 -1.237 -3.190 -1.731  0.414

Calculated values
HOMO level	-0.3180	Ha
SMILES	CCCCOCCCN1CC(=O)N2[C@@H](Cc3c([nH]c4ccccc34)[C@@H]2C)C1=O
Kohn-Sham gap	8.8345	eV

Of them, the most stable is run i and the least stable is run ii.

Run i
Formula: C10H12O2S
Source: the Open Molecules 2025 dataset
Level of theory: ωB97M-V/def2-TZVPD

Each line ends with the Mulliken charge.
Atoms and positions in Å:
O1 0.185 0.551 3.974  -0.472
O2 -0.182 -1.922 0.082  -0.540
S1 0.525 1.609 1.697  -0.203
C1 -0.029 0.367 2.848  0.278
C2 -0.083 -0.988 0.837  0.067
C3 -1.533 0.864 -4.365  -0.814
C4 -1.599 1.402 -3.107  -0.335
C5 -0.610 1.059 -2.076  -0.240
C6 -0.888 0.958 -0.755  -0.860
C7 0.934 -2.045 3.051  -1.267
C8 1.653 0.382 -0.271  -1.765
C9 -0.147 -1.116 2.374  0.419
C10 0.228 0.471 0.275  1.488
H1 -2.300 1.283 -5.104  0.208
H2 -0.813 0.237 -4.704  0.358
H3 -2.426 2.102 -2.727  0.254
H4 0.360 0.870 -2.381  0.497
H5 -1.907 1.099 -0.500  0.390
H6 0.727 -2.254 4.153  0.305
H7 1.098 -2.965 2.473  0.353
H8 1.826 -1.446 2.989  0.369
H9 2.014 1.336 -0.759  0.406
H10 2.393 0.038 0.471  0.377
H11 1.705 -0.437 -1.067  0.379
H12 -1.132 -1.454 2.593  0.349

Calculated values
HOMO level	-0.3316	Ha
SMILES	C=C/C=C/[C@@]1(C)SC(=O)[C@H](C)C1=O
Kohn-Sham gap	9.3622	eV

Run ii
Formula: C10H12O2S
Source: the Open Molecules 2025 dataset
Level of theory: ωB97M-V/def2-TZVPD

Each line ends with the Mulliken charge.
Atoms and positions in Å:
C1 -2.780 0.863 -1.017  -0.821
C2 -2.600 -0.405 -0.507  -0.462
C3 -1.844 1.850 -0.663  -0.398
C4 -1.412 -0.768 0.157  -0.369
C5 -0.743 1.517 0.125  -0.380
C6 -0.454 0.236 0.444  -0.013
C7 1.074 -1.091 2.020  -1.173
C8 0.840 -0.100 0.954  0.866
C9 1.548 -1.230 -1.429  -1.395
C10 2.089 -0.140 -0.575  0.094
O1 0.142 1.191 3.108  -0.586
O2 2.096 1.165 -1.109  -0.541
S1 1.364 0.555 2.626  0.323
H1 -3.682 1.155 -1.351  0.468
H2 -3.206 -1.315 -0.719  0.325
H3 -1.972 2.846 -1.019  0.410
H4 -1.401 -1.718 0.653  0.351
H5 0.002 2.268 0.278  0.495
H6 0.243 -1.555 2.439  0.400
H7 1.983 -1.666 2.037  0.343
H8 2.317 -1.981 -1.488  0.352
H9 1.404 -0.908 -2.387  0.467
H10 0.745 -1.798 -0.977  0.335
H11 3.096 -0.119 -0.074  0.497
H12 1.151 1.149 -1.528  0.413

Calculated values
HOMO level	-0.3101	Ha
Kohn-Sham gap	9.1158	eV

Of them, the most stable is run i and the least stable is run ii.